(1)
{
  "formula": "C31H43FN6O5",
  "method": "the ωB97M-V functional and the def2-TZVPD basis",
  "species": ["C", "C", "N", "C", "O", "C", "C", "C", "C", "C", "C", "C", "C", "N", "C", "C", "C", "F", "C", "C", "C", "C", "C", "C", "N", "C", "C", "O", "H", "H", "H", "H", "H", "H", "H", "H", "H", "H", "H", "H", "H", "H", "H", "H", "H", "H", "H", "H", "H", "H", "C", "O", "N", "C", "C", "H", "H", "H", "H", "H", "H", "H", "C", "O", "N", "C", "C", "H", "H", "H", "H", "H", "H", "H", "C", "O", "N", "C", "C", "H", "H", "H", "H", "H", "H", "H"],
  "coordinates": [[-0.38497, 5.40818, -4.09617], [0.03065, 4.28972, -3.96165], [0.43419, 2.93234, -3.92863], [1.52510, 2.85565, -2.98175], [2.53654, 3.48478, -2.95634], [1.04588, 1.79587, -1.99531], [1.71706, 1.17302, -0.93222], [1.07426, 0.21227, -0.11694], [1.93826, -0.35573, 1.01844], [2.19245, 0.73781, 2.12722], [1.69941, 0.28759, 3.52356], [1.57577, 1.45059, 4.55229], [0.66122, 2.61132, 4.08613], [-0.75469, 2.16219, 3.90848], [-0.29317, -0.16042, -0.34759], [-0.95743, -1.20898, 0.53146], [-0.28828, -2.62419, 0.37116], [-0.83396, -0.84655, 1.90275], [-1.00566, 0.46881, -1.40728], [-2.45922, 0.20054, -1.75583], [-2.95316, -1.10942, -1.91517], [-4.28856, -1.42588, -2.26078], [-5.11648, -0.27739, -2.43666], [-4.51328, 0.98032, -2.23945], [-3.25360, 1.26417, -1.93458], [-0.30958, 1.40638, -2.20555], [-0.75469, 2.20699, -3.43556], [-1.78916, 2.29216, -4.01543], [-0.99170, 6.28287, -4.27990], [2.75545, 1.45222, -0.70884], [1.55517, -1.28946, 1.44932], [2.93328, -0.57917, 0.58612], [1.67932, 1.65149, 1.76974], [3.28019, 1.00162, 2.16729], [2.42654, -0.43910, 3.94625], [0.72843, -0.23180, 3.42379], [1.16652, 1.08762, 5.51875], [2.58872, 1.84155, 4.79143], [0.63596, 3.41543, 4.85068], [1.04147, 3.05560, 3.14864], [-0.78179, 1.14685, 3.96925], [-1.01674, 2.42247, 2.95968], [-2.03152, -1.34699, 0.33550], [0.19566, -2.92631, 1.31982], [-1.00159, -3.37872, 0.00877], [0.54912, -2.48403, -0.34032], [-2.24674, -1.94443, -1.77005], [-4.65845, -2.44821, -2.37004], [-6.17527, -0.38165, -2.70658], [-5.17922, 1.85319, -2.36346], [-5.24667, -1.26678, 1.58297], [-4.59613, -0.80221, 0.66221], [-4.91925, -1.21666, 2.88932], [-5.76426, -1.79822, 3.91256], [-3.68701, -0.55966, 3.28713], [-6.20587, -1.78310, 1.40523], [-6.07698, -1.01937, 4.61152], [-5.20464, -2.56424, 4.45406], [-6.64868, -2.25235, 3.46829], [-3.70848, 0.48264, 2.96355], [-2.84400, -1.05046, 2.81064], [-3.57103, -0.60329, 4.36835], [0.02155, -3.03079, -4.12098], [-0.43935, -3.40912, -3.06033], [-0.65063, -3.00172, -5.28890], [-0.03986, -2.53632, -6.51846], [-2.03186, -3.45064, -5.31209], [1.05925, -2.66793, -4.20894], [-0.60097, -1.68164, -6.90209], [-0.05533, -3.33934, -7.25879], [0.99141, -2.23418, -6.34409], [-2.62389, -2.84012, -4.62764], [-2.08237, -4.48947, -4.98135], [-2.43643, -3.36733, -6.31848], [5.97157, -0.08808, 2.22835], [4.93890, -0.14830, 1.58546], [6.86262, 0.92028, 2.16314], [8.07504, 0.93021, 2.95812], [6.59701, 2.03277, 1.26558], [6.26389, -0.88082, 2.93618], [8.07962, 1.81145, 3.60301], [8.94311, 0.96363, 2.29641], [8.13514, 0.03693, 3.57746], [5.65340, 2.50601, 1.54131], [6.51186, 1.66275, 0.24271], [7.40160, 2.76230, 1.32415]],
  "total_charge": 0,
  "orbital_gap_ev": 8.60,
  "lumo_energy_ev": -0.077
}

***

(2)
{
  "formula": "H8KO8P",
  "method": "the ωB97M-V functional and the def2-TZVPD basis",
  "species": ["K", "P", "O", "O", "O", "O", "O", "H", "H", "O", "H", "H", "O", "H", "H", "O", "H", "H"],
  "coordinates": [[0.32982, 1.01131, -0.29953], [0.27032, -2.04059, 0.78875], [-0.12411, -2.26150, -0.71776], [-0.79296, -0.98328, 1.30723], [1.69902, -1.37331, 0.80703], [0.20419, -3.28724, 1.64407], [3.09493, -0.25637, -1.00792], [3.84053, -0.84106, -1.15452], [2.57268, -0.72824, -0.24086], [-1.38363, -0.63508, -2.03601], [-1.65064, -1.19100, -2.76967], [-0.89807, -1.32541, -1.37226], [-2.35084, 0.94030, 1.47965], [-3.23083, 0.58499, 1.34320], [-1.72738, 0.09048, 1.43412], [0.14038, 3.80867, 0.02339], [-0.07522, 4.71298, -0.21213], [0.08182, 3.77434, 0.98323]],
  "total_charge": -2,
  "orbital_gap_ev": 3.46,
  "lumo_energy_ev": 3.932
}

***

(3)
{
  "formula": "C27H45BFMgNO23",
  "method": "the ωB97M-V functional and the def2-TZVPD basis",
  "species": ["Mg", "O", "C", "O", "B", "O", "C", "O", "O", "C", "O", "C", "O", "O", "N", "O", "O", "O", "C", "C", "O", "C", "O", "O", "F", "H", "H", "H", "C", "C", "O", "C", "C", "H", "H", "H", "H", "H", "H", "H", "H", "H", "H", "O", "C", "O", "C", "C", "C", "H", "H", "H", "H", "H", "H", "H", "H", "O", "C", "O", "C", "C", "C", "H", "H", "H", "H", "H", "H", "H", "H", "O", "C", "O", "C", "C", "C", "H", "H", "H", "H", "H", "H", "H", "H", "O", "C", "O", "C", "C", "C", "H", "H", "H", "H", "H", "H", "H", "H"],
  "coordinates": [[0.10426, -0.13983, 0.39143], [-2.27827, -3.16611, -6.74336], [-1.49699, -3.32329, -5.79362], [-0.90726, -2.34963, -5.06912], [0.10218, -2.93758, -4.18700], [0.02955, -4.40087, -4.42667], [-0.88699, -4.69352, -5.26896], [-1.24971, -5.84855, -5.64331], [-0.15679, -2.47102, -2.79597], [0.88136, -1.67069, -2.37261], [0.96751, -1.12492, -1.31228], [1.92286, -1.57632, -3.57884], [1.45621, -2.38306, -4.54340], [2.93997, -0.88891, -3.45525], [-1.10430, 0.89336, 2.92772], [-1.42930, 1.87686, 3.55320], [-1.18642, -0.18766, 3.34410], [-0.56232, 1.00484, 1.82460], [0.22957, -6.25605, -1.66504], [0.75964, -6.08223, -0.27890], [-0.17725, -5.30708, 0.37915], [-0.82935, -4.55615, -0.45451], [-1.57913, -3.62310, -0.17477], [-0.59663, -5.09492, -1.68495], [1.92367, -5.44610, -0.30076], [-0.24916, -7.23296, -1.73260], [0.88270, -6.16996, -2.53343], [0.81745, -7.01864, 0.27598], [1.94839, 5.66973, -1.74103], [2.37101, 4.72951, -0.66228], [1.40929, 4.35232, 0.26572], [1.27115, 5.26652, 1.38056], [-0.11727, 5.15006, 2.09786], [1.79289, 6.68902, -1.38753], [2.61824, 5.61363, -2.59908], [0.98991, 5.32189, -2.12630], [2.60568, 3.76747, -1.11781], [3.29955, 5.13122, -0.25664], [2.08884, 4.91574, 2.01020], [1.43610, 6.29914, 1.07301], [-0.37433, 6.13868, 2.47819], [-0.24580, 4.23610, 2.67774], [-0.78822, 5.01435, 1.24961], [1.96170, 0.56290, 0.79672], [3.07987, 1.02238, 0.97458], [3.39934, 1.88489, 1.83826], [2.50304, 2.23640, 2.90182], [2.53657, 1.25295, 4.03091], [4.13327, 0.61385, -0.04783], [1.52735, 2.42067, 2.45219], [2.88539, 3.11593, 3.41982], [2.17539, 0.26975, 3.72926], [1.88879, 1.53648, 4.86042], [3.54398, 1.00900, 4.36811], [4.40462, -0.39805, 0.25308], [4.97409, 1.26453, 0.19244], [3.96821, 0.79493, -1.10993], [0.67680, -1.75755, 1.46965], [1.10904, -2.76736, 2.04739], [0.47074, -3.73863, 2.68013], [-0.81325, -3.57069, 3.04892], [-1.02867, -4.76507, 4.04143], [2.60130, -3.10338, 1.98232], [-1.60398, -3.39059, 2.32063], [-0.94766, -2.67736, 3.65883], [-1.91740, -4.54749, 4.63381], [-0.21646, -5.00369, 4.72807], [-1.21098, -5.66840, 3.45932], [2.86362, -2.85773, 0.95328], [2.71949, -4.12173, 2.35258], [3.12157, -2.41947, 2.65289], [-1.83765, -0.45102, 0.14968], [-2.94035, -0.71511, -0.34888], [-4.09333, -0.82571, 0.28537], [-4.26010, -0.50411, 1.63368], [-4.57345, 0.95360, 1.95835], [-3.21116, -0.52323, -1.79520], [-3.36411, -0.88442, 2.12427], [-5.07660, -1.13143, 1.99129], [-4.74569, 1.07248, 3.02808], [-5.54306, 1.10664, 1.48449], [-3.85138, 1.71387, 1.66054], [-3.13948, -1.50077, -2.27205], [-2.44433, 0.05777, -2.30756], [-4.19935, -0.14590, -2.05823], [-0.09261, 1.24741, -1.02899], [-0.13327, 2.19251, -1.87368], [-0.88820, 3.19028, -1.97707], [-2.00229, 3.51749, -1.11847], [-2.62637, 4.90639, -1.46584], [0.94379, 2.27372, -3.03544], [-1.69224, 3.67680, -0.08571], [-2.82750, 2.81836, -1.25392], [-3.66459, 5.04233, -1.16301], [-2.62171, 5.13848, -2.53083], [-2.10547, 5.61023, -0.81671], [1.29814, 1.27135, -3.27581], [1.73384, 2.92101, -2.65475], [0.52028, 2.65222, -3.96576]],
  "total_charge": 0,
  "orbital_gap_ev": 9.35,
  "lumo_energy_ev": 0.328
}

***

(4)
{
  "formula": "CH8N4P",
  "method": "the ωB97M-V functional and the def2-TZVPD basis",
  "species": ["C", "N", "N", "N", "N", "P", "H", "H", "H", "H", "H", "H", "H", "H"],
  "coordinates": [[-0.74074, 0.40261, 0.13703], [0.51745, 0.64047, 0.06406], [-1.59263, 1.45596, 0.06968], [2.79864, -0.18267, -0.07391], [1.43390, -0.44743, 0.25142], [-1.41217, -1.31837, 0.26952], [-1.07002, 2.43402, -0.13019], [-2.58928, 1.34964, -0.13821], [2.92677, 0.00097, -1.02819], [3.07763, 0.66512, 0.42954], [1.48940, -0.84435, 1.15871], [1.03779, -1.29697, -0.36783], [-0.76823, -1.66915, -0.78879], [-2.70366, -1.03038, -0.16212]],
  "total_charge": 1,
  "orbital_gap_ev": 10.82,
  "lumo_energy_ev": -3.399
}

***

Number 1: HOMO energy -0.3190 Ha, calculated total energy -54737.5348 eV. Number 2: HOMO energy 0.0172 Ha, calculated total energy -42127.7091 eV. Number 3: HOMO energy -0.3314 Ha, calculated total energy -86154.3212 eV. Number 4: HOMO energy -0.5224 Ha, calculated total energy -16406.1822 eV.